{
  "formula": "C9H24N3P",
  "method": "ωB97M-V/def2-TZVPD",
  "lumo_energy_ev": [0.26, 0.28],
  "orbital_gap_ha": [0.2814, 0.2575],
  "energy_ha": -862.71560,
  "relative_energy_kcal_mol": 81.4,
  "species": ["H", "H", "H", "H", "H", "H", "N", "C", "C", "H", "H", "C", "H", "H", "H", "H", "H", "H", "H", "C", "C", "C", "N", "H", "C", "H", "H", "C", "H", "H", "P", "H", "H", "H", "N", "C", "H"],
  "coordinates": [[-2.12530, -1.51344, 0.09400], [2.36346, 0.62004, 2.42636], [0.85700, 2.45449, 1.46467], [-0.39924, 2.36861, 0.31077], [0.25878, -1.49613, 3.42112], [-0.05972, -2.65137, 0.38576], [1.21429, 1.32728, -0.29272], [0.78457, -2.69844, -0.40176], [0.55542, -1.34184, -2.50894], [0.57500, -0.28242, -2.91545], [0.51990, -3.44913, -1.10469], [0.96117, -1.29498, -1.04714], [-3.87152, -0.85850, 0.13606], [-3.75658, 1.38979, -0.70240], [-0.31973, 0.21657, 3.23574], [0.83169, 1.83117, -2.31839], [1.35761, -1.84043, -2.99800], [2.69608, -0.51229, 1.11729], [1.70514, -2.85999, 0.13711], [1.67659, 1.61097, -1.58745], [0.65295, 2.52258, 0.37370], [-2.80342, 1.72371, -0.40282], [0.70917, -0.48420, 1.57013], [-2.23026, 1.90298, -1.28499], [-2.85143, -0.63152, -0.03823], [-1.11399, -1.08685, 2.31102], [2.22251, -1.17916, 2.68488], [2.11140, -0.36758, 1.91725], [-0.37961, -1.84447, -2.53820], [2.12044, 0.69917, -2.02255], [0.24523, -0.08643, -0.00598], [0.92299, 3.46648, -0.09149], [2.45421, 2.38933, -1.46696], [-2.74432, -0.61279, -1.13652], [-2.25601, 0.65789, 0.45318], [-0.16734, -0.74835, 2.64730], [-2.71715, 2.65924, 0.17835]],
  "mulliken_charge": [0.197, 0.197, 0.146, 0.151, 0.298, 0.232, 0.205, -1.421, -1.688, 0.280, 0.454, 0.399, 0.435, 0.497, 0.299, 0.250, 0.433, 0.444, 0.335, -1.137, -0.873, -1.008, 0.485, 0.266, -0.979, 0.261, 0.432, -1.341, 0.482, 0.365, 0.506, 0.445, 0.428, 0.407, -0.226, -0.930, 0.276]
}

=====

{
  "formula": "C9H25BClN4O4S",
  "method": "ωB97M-V/def2-TZVPD",
  "lumo_energy_ev": -5.54,
  "orbital_gap_ha": 0.2244,
  "energy_ha": -1760.82372,
  "charge": 1,
  "species": ["H", "H", "H", "H", "H", "H", "H", "C", "H", "C", "N", "Cl", "C", "H", "H", "H", "S", "C", "H", "O", "H", "H", "N", "C", "C", "H", "H", "C", "H", "H", "O", "H", "H", "H", "H", "O", "C", "H", "H", "B", "C", "N", "N", "H", "O"],
  "coordinates": [[-1.03670, 1.20844, 0.18540], [1.01710, -1.69029, -1.27924], [1.01125, -3.09894, -0.52822], [3.80981, -4.60158, -2.30765], [2.33915, -5.03010, -1.42581], [-3.01928, 2.18507, 2.80554], [-0.08801, 1.68991, 1.57878], [3.64385, -4.09162, 0.95246], [-0.32499, 4.55834, 2.17843], [-0.71839, 2.76708, 4.19807], [-0.86809, 4.86622, 2.97973], [-3.69441, 2.46934, -1.41040], [-4.18961, 0.27760, -3.62777], [4.61811, -4.30141, 0.50239], [-1.61018, 0.78747, 1.82004], [-0.33908, 3.21955, 5.11223], [-3.08698, 0.61607, -1.35544], [-1.65210, 3.74145, 3.48686], [-2.34582, 4.14047, 4.23258], [-4.09000, -0.19431, -2.40388], [-3.30742, 3.78804, 2.12134], [2.94241, -4.88138, 0.67440], [-1.22778, 1.39313, -3.50762], [-2.52537, 3.08350, 2.41324], [3.50415, -2.38813, -0.72748], [0.14698, 2.51706, 3.58273], [-1.48068, 5.59320, 2.62321], [2.55420, -2.90059, -1.81581], [-1.23230, 1.84168, 4.46583], [4.54312, -2.64866, -0.96433], [-1.84027, 2.76352, 1.20258], [-1.85617, 2.18366, -3.60549], [2.24447, -4.59013, -3.12234], [-0.45536, -1.17244, -2.42839], [3.43980, -1.29629, -0.70589], [3.17278, -2.80685, 0.57889], [-1.11106, 1.55743, 1.22355], [2.75818, -2.30474, -2.71146], [3.75086, -4.09428, 2.03572], [-1.41376, 0.54304, -2.42609], [2.75227, -4.36585, -2.18476], [1.14645, -2.68065, -1.44571], [-4.25013, 0.73020, -4.68157], [-1.01708, 1.00350, -4.42103], [-0.61395, -0.38675, -1.86762]],
  "mulliken_charge": [-0.429, 0.386, 0.257, 0.365, 0.295, 0.413, 0.255, -0.657, 0.297, -1.387, -0.700, 0.033, 0.505, 0.307, 0.362, 0.347, 0.428, 0.325, 0.433, -0.342, 0.319, 0.241, -0.152, -0.721, -0.700, 0.292, 0.270, 0.323, 0.351, 0.465, -0.317, 0.251, 0.372, 0.334, 0.309, -0.382, -0.065, 0.371, 0.257, 0.224, -1.492, -0.613, -0.289, 0.267, -0.412]
}

=====

{
  "formula": "C9H25Br2N7O14",
  "method": "ωB97M-V/def2-TZVPD",
  "lumo_energy_ev": -0.37,
  "orbital_gap_ha": 0.3662,
  "energy_ha": -6941.94581,
  "smiles": "C[N+](=O)[O-].C[N+](=O)[O-].C[N+](=O)[O-].C[N+](=O)[O-].C[N+](=O)[O-].C[N+](=O)[O-].C[N+](=O)[O-].BrCCBr",
  "relative_energy_kcal_mol": 0.0,
  "species": ["H", "O", "H", "H", "O", "O", "C", "O", "H", "O", "N", "N", "O", "H", "O", "N", "C", "O", "H", "H", "H", "H", "N", "H", "C", "Br", "H", "O", "H", "C", "N", "C", "H", "H", "H", "Br", "C", "H", "C", "H", "H", "H", "N", "H", "H", "H", "H", "O", "C", "O", "O", "N", "H", "O", "H", "O", "C"],
  "coordinates": [[0.63716, -2.33152, 1.82810], [-2.70140, -4.31682, 0.21045], [4.50169, -1.41377, -1.59713], [-3.36875, -1.81990, 0.50926], [-1.10730, -2.90323, 0.39205], [-0.93667, 4.11963, -3.31961], [-0.19656, -0.06816, 0.12455], [-0.43854, 2.19950, 0.56724], [-1.78616, 4.05605, -0.41164], [-5.24877, -2.80505, -1.29213], [-1.82600, 4.24448, -2.50015], [-1.97275, 0.85537, 2.91823], [-0.96229, 0.25545, 3.22307], [-1.48109, 2.35055, 4.28943], [2.23014, -4.19762, 2.43872], [4.43436, -0.86898, 0.43061], [5.20591, -1.18359, -0.80270], [-2.79404, 0.42329, 2.12489], [5.78091, -2.07947, -0.59179], [5.82751, -0.33305, -1.05323], [0.78569, -0.07883, 0.57698], [-3.23226, 2.23893, 3.87382], [-4.22793, -2.15968, -1.37026], [2.23510, -1.73357, 1.45147], [-0.55434, -5.14413, -0.05022], [2.15627, 5.03417, -2.42207], [-2.12721, 5.63947, -1.06868], [-0.85905, 1.53598, -1.42465], [3.18339, 2.90500, -1.56836], [-3.91419, -1.25848, -0.24129], [2.14917, -3.13297, 3.02223], [-2.21639, 2.19199, 3.50757], [-0.99863, -0.34809, 0.80122], [-3.26629, -0.43948, -0.53795], [-0.80391, -5.57263, -1.01451], [2.31330, 0.45626, -2.96272], [1.57634, -1.99748, 2.26522], [1.38244, -1.19267, 2.96389], [-1.47200, 4.77376, -1.16104], [-0.30001, -0.59973, -0.81460], [-1.96588, 2.88861, 2.70899], [-4.86905, -0.88187, 0.10689], [-1.53123, -4.02197, 0.16460], [1.41077, 2.89613, -1.38658], [0.42912, -4.68970, -0.10366], [1.05961, 2.45524, -3.75837], [-0.42785, 5.02731, -1.04712], [2.54510, -2.92659, 4.14895], [2.23922, 3.12381, -2.05141], [-3.00047, 4.04659, -2.70886], [-3.41307, -2.25414, -2.26984], [-0.52946, 1.33589, -0.27698], [2.80710, 2.61693, -4.08687], [4.59540, -1.57469, 1.40283], [-0.67677, -5.78861, 0.80982], [3.66396, 0.07211, 0.37619], [2.05660, 2.37393, -3.34286]],
  "mulliken_charge": [0.006, -0.496, 0.246, 0.261, -0.489, -0.504, -0.835, -0.620, 0.175, -0.567, 1.021, 0.940, -0.490, 0.314, -0.598, 0.845, -0.746, -0.498, 0.336, 0.263, 0.434, 0.277, 0.997, 0.030, -0.819, -0.168, 0.343, -0.536, 0.470, -0.503, 1.062, -0.742, 0.007, 0.059, 0.315, -0.187, -0.165, 0.312, -0.609, 0.382, 0.222, 0.325, 0.809, -0.224, 0.307, 0.289, 0.158, -0.590, -0.112, -0.588, -0.563, 1.160, 0.507, -0.505, 0.300, -0.446, -0.574]
}

=====

{
  "formula": "C9H25Cl2MoO2P2",
  "method": "ωB97M-V/def2-TZVPD",
  "lumo_energy_ev": [-13.93, -14.88],
  "orbital_gap_ha": [0.2670, 0.2380],
  "s_squared": 2.041,
  "energy_ha": -2178.48686,
  "charge": 3,
  "spin_multiplicity": 3,
  "species": ["C", "Mo", "H", "C", "H", "H", "C", "P", "Cl", "H", "C", "P", "H", "H", "O", "C", "H", "C", "H", "Cl", "H", "C", "C", "H", "H", "H", "H", "H", "O", "H", "H", "H", "H", "H", "H", "C", "H", "H", "H", "H", "H"],
  "coordinates": [[0.87462, 3.18639, 0.85857], [-0.80578, -0.03865, -0.36915], [0.11986, -4.33037, -1.14459], [1.01709, -3.01876, 1.16114], [0.68252, 3.00158, 1.92055], [0.89109, -2.92973, -1.96432], [-0.19746, 3.16299, -1.78270], [-0.27879, -2.31310, 0.08738], [-2.78697, -0.24607, -1.56883], [1.00157, -4.10639, 1.00888], [0.90108, -0.15480, -2.57962], [-0.39925, 2.38372, -0.14908], [-2.79070, 2.75195, 0.04092], [-0.88631, -3.17265, -2.09625], [2.37695, -0.12573, -0.59551], [-1.90713, 3.12199, 0.57044], [-0.18528, 4.25596, -1.65885], [0.86430, 0.13836, 2.02318], [1.79307, -0.01777, -3.20521], [-2.18008, 0.01958, 1.63178], [0.45430, -1.12602, -2.83744], [1.29055, -0.12679, -1.13701], [-0.00917, -3.27906, -1.44206], [1.08817, -0.93221, 2.03320], [0.40349, 0.40591, 0.94267], [1.99868, -2.61417, 0.88992], [-1.49705, -4.22814, 0.87433], [2.72790, 0.33709, 2.55934], [2.00822, 0.91233, 2.24175], [-1.03352, 2.86665, -2.43444], [-1.84401, 4.21412, 0.49565], [0.11642, 0.39755, 2.78579], [0.74654, 2.83009, -2.23591], [-1.93128, -2.74818, 1.80259], [1.85685, 2.76600, 0.61926], [-1.73553, -3.15838, 0.80600], [-1.97555, 2.82358, 1.62322], [0.17933, 0.64486, -2.81761], [-2.60734, -3.00009, 0.16524], [0.79506, -2.81771, 2.21602], [0.86354, 4.26410, 0.66075]],
  "mulliken_charge": [-1.364, -1.025, 0.497, -1.545, 0.458, 0.382, -1.379, 1.526, -0.130, 0.516, -0.834, 1.679, 0.422, 0.433, -0.201, -1.271, 0.476, -0.434, 0.414, -0.137, 0.260, 0.794, -1.368, 0.188, 0.597, 0.426, 0.451, 0.390, -0.462, 0.431, 0.453, 0.364, 0.361, 0.420, 0.369, -1.281, 0.396, 0.259, 0.416, 0.534, 0.519]
}